{
  "formula": "C39H87N5O7",
  "method": "the ωB97M-V functional and the def2-TZVPD basis",
  "lumo_energy_ev": 0.56,
  "homo_energy_ev": -8.0683,
  "e_above_lowest_kcal_mol": 132.01,
  "largest_force_ev_per_a": 3.31,
  "total_charge": 0,
  "orbital_gap_ev": 8.63,
  "smiles": "CC1(C)CCCC(C)(C)N1O.CC1(C)CCCC(C)(C)N1O.CC1(C)CCCC(C)(C)N1O.COCCNCCOC.COCCNCCOC",
  "species": ["C", "C", "C", "C", "C", "C", "C", "C", "C", "N", "O", "H", "H", "H", "H", "H", "H", "H", "H", "H", "H", "H", "H", "H", "H", "H", "H", "H", "H", "H", "C", "C", "C", "C", "C", "C", "C", "C", "C", "N", "O", "H", "H", "H", "H", "H", "H", "H", "H", "H", "H", "H", "H", "H", "H", "H", "H", "H", "H", "H", "C", "C", "C", "C", "C", "C", "C", "C", "C", "N", "O", "H", "H", "H", "H", "H", "H", "H", "H", "H", "H", "H", "H", "H", "H", "H", "H", "H", "H", "H", "C", "O", "C", "C", "N", "C", "C", "O", "C", "H", "H", "H", "H", "H", "H", "H", "H", "H", "H", "H", "H", "H", "H", "H", "C", "O", "C", "C", "N", "C", "C", "O", "C", "H", "H", "H", "H", "H", "H", "H", "H", "H", "H", "H", "H", "H", "H", "H"],
  "xyz": [[1.0768, -2.3367, -1.9871], [1.3455, -3.9017, -1.8854], [2.6926, -4.2193, -2.5926], [1.5840, -4.2804, -0.3674], [0.3227, -4.3277, 0.4707], [-0.5276, -5.4647, -0.1852], [-0.9153, -5.1673, -1.6093], [-1.5554, -6.4490, -2.2822], [-2.0126, -4.0967, -1.5986], [0.2942, -4.8248, -2.4399], [0.0543, -4.6508, -3.8546], [1.9920, -1.7467, -2.0365], [0.7619, -2.0969, -3.0027], [0.4707, -1.8695, -1.2110], [2.8452, -5.2822, -2.4051], [2.6589, -4.1846, -3.6816], [3.5698, -3.7533, -2.1438], [2.1724, -5.1966, -0.3185], [2.2952, -3.5849, 0.0782], [0.3647, -4.4430, 1.5538], [-0.2559, -3.4073, 0.3909], [-1.3527, -5.8447, 0.4172], [-0.0067, -6.4220, -0.1658], [-2.0663, -6.0840, -3.1731], [-2.3399, -6.8648, -1.6500], [-0.8655, -7.2700, -2.4774], [-2.8860, -4.4075, -1.0253], [-2.5273, -3.9319, -2.5452], [-1.8058, -3.0562, -1.3483], [0.5328, -5.3581, -4.2932], [-2.3999, 2.5211, 0.3131], [-3.8440, 2.5025, -0.2894], [-4.2478, 3.9897, -0.3759], [-3.7428, 1.8225, -1.7214], [-5.0340, 1.3187, -2.4089], [-5.9346, 0.6284, -1.2994], [-6.0388, 1.1423, 0.1541], [-7.0692, 2.2435, 0.2145], [-6.6149, -0.0799, 0.9987], [-4.7187, 1.6943, 0.6122], [-4.6584, 2.1835, 1.9029], [-1.6963, 2.5732, -0.5177], [-2.2193, 3.2545, 1.0990], [-2.3073, 1.6110, 0.9058], [-4.1086, 4.5724, 0.5347], [-3.6486, 4.3767, -1.2000], [-5.2339, 4.2138, -0.7828], [-3.1678, 2.5099, -2.3419], [-3.1056, 0.9409, -1.6525], [-5.7396, 1.9734, -2.9202], [-4.6779, 0.5516, -3.0966], [-5.6332, -0.4173, -1.3598], [-6.8418, 0.5172, -1.8933], [-7.1501, 2.5506, 1.2572], [-8.0598, 1.8795, -0.0581], [-6.8517, 3.1173, -0.3997], [-7.6168, 0.0868, 1.3943], [-5.9203, -0.1784, 1.8328], [-6.5651, -1.0874, 0.5857], [-4.8426, 3.1230, 1.8322], [0.7201, 6.8776, 0.2121], [1.4416, 6.4656, -1.1378], [0.3276, 6.4738, -2.2333], [2.5092, 7.4458, -1.5133], [3.5509, 6.9718, -2.5243], [4.2064, 5.6192, -1.8967], [3.1181, 4.4546, -1.6857], [2.8601, 3.7840, -3.0457], [3.8787, 3.4781, -0.8159], [1.9665, 5.0978, -0.8738], [0.9548, 4.2100, -0.5323], [0.1604, 6.0504, 0.6489], [1.2995, 7.2097, 1.0736], [0.1080, 7.7439, -0.0387], [0.8900, 6.1803, -3.1197], [-0.4456, 5.7068, -2.1887], [-0.0514, 7.4188, -2.6225], [1.9262, 8.3183, -1.8080], [3.0292, 7.6732, -0.5827], [3.0672, 6.6939, -3.4607], [4.2932, 7.7498, -2.7027], [4.8309, 5.7067, -1.0076], [4.7824, 5.2352, -2.7387], [2.0525, 3.0532, -3.0022], [3.7248, 3.4168, -3.5985], [2.3172, 4.3554, -3.7986], [4.7378, 3.1612, -1.4072], [3.2170, 2.6666, -0.5131], [4.1960, 3.8966, 0.1392], [0.8867, 4.3573, 0.4139], [0.2448, 0.3966, 1.4237], [1.5867, 0.7463, 1.0543], [2.5219, 0.4354, 2.1742], [3.0274, -1.0457, 2.1351], [3.4818, -1.1714, 0.7082], [4.9503, -0.8905, 0.5266], [5.3363, -1.1576, -0.8743], [6.6989, -0.9723, -1.0932], [7.1504, -0.4840, -2.3288], [0.2830, -0.6563, 1.7028], [-0.2457, 0.5304, 0.4595], [-0.3281, 0.9375, 2.1770], [2.0243, 0.6280, 3.1246], [3.3870, 1.0891, 2.0631], [2.3131, -1.8331, 2.3758], [3.8990, -1.2760, 2.7477], [3.0204, -0.4904, 0.1221], [5.6598, -1.3883, 1.1875], [5.2312, 0.1352, 0.7658], [4.7196, -0.5590, -1.5447], [5.0508, -2.1931, -1.0594], [8.2313, -0.3988, -2.4406], [6.7107, 0.4139, -2.7630], [6.8138, -1.2140, -3.0649], [2.4934, -4.2108, 4.1111], [2.0427, -3.2724, 5.0757], [0.8903, -3.7380, 5.8626], [-0.4895, -3.3075, 5.4029], [-0.7974, -3.9626, 4.1538], [-2.2085, -3.5132, 3.9993], [-2.5709, -3.6320, 2.5549], [-2.1499, -2.4975, 1.7539], [-3.0199, -1.4055, 1.8016], [1.8185, -4.2695, 3.2572], [2.6207, -5.2623, 4.3685], [3.3946, -3.6496, 3.8641], [0.8182, -4.8039, 6.0789], [1.1059, -3.4077, 6.8787], [-1.1870, -3.5168, 6.2139], [-0.3958, -2.2242, 5.3266], [-0.1404, -3.7010, 3.4326], [-2.8508, -4.1620, 4.5947], [-2.4130, -2.4644, 4.2146], [-2.0053, -4.5175, 2.2647], [-3.6432, -3.8124, 2.4795], [-2.5140, -0.7129, 1.1289], [-3.4017, -0.9967, 2.7371], [-3.9487, -1.6256, 1.2752]],
  "forces_ev_per_a": [[0.4831, -0.6094, -0.9695], [0.2858, 0.9309, 0.6049], [-0.7039, -1.3303, 0.2346], [0.5869, 0.6296, 0.0390], [-1.5359, -0.9938, -1.1828], [0.9610, -0.6171, 1.1033], [-0.7835, -0.1538, -1.8305], [-0.2009, 1.0520, 0.5564], [-1.3500, 0.7066, -0.8125], [1.0362, -0.3030, 0.9733], [-0.5136, 0.8245, 1.2854], [0.5949, -0.4325, 0.7352], [-1.0096, -0.2139, 0.0292], [-0.3335, -0.3371, -0.1474], [0.0742, -0.2701, 0.0519], [0.0304, 0.7440, 0.0363], [-0.2780, 0.5468, -0.2182], [-0.5005, -0.5334, -0.0953], [-0.0302, 0.6537, -0.3536], [0.7853, -0.4810, -0.0764], [0.0698, 0.2202, -0.2924], [-0.8263, 0.9762, -0.1287], [1.0548, 0.1007, -0.2870], [0.2745, -0.4143, -0.2717], [-0.0478, 0.1433, 0.2707], [0.2632, 0.3385, -0.1507], [0.2714, -0.1817, 0.6930], [0.5261, -0.4368, -0.7544], [0.7237, -0.2425, 0.6397], [0.1161, -0.2817, 0.3083], [-0.9201, -0.9743, 0.2636], [-0.2703, -0.2399, 0.1666], [-0.4193, -0.0214, -1.4388], [-0.4191, 0.7410, 0.4786], [-0.0826, -0.0630, 2.2484], [1.3360, -1.0364, -2.2009], [-0.7785, 0.0017, -1.0324], [-0.8441, 0.3671, 0.4472], [1.6235, 0.6837, 0.7937], [0.9208, -2.0569, -1.8335], [-0.4031, -0.1181, 0.4896], [0.2910, 0.1182, 0.3721], [-0.1364, 0.6099, -0.5057], [0.2882, -0.4021, -0.5495], [0.2051, -0.0690, -0.0579], [0.5996, 0.4605, 0.4319], [-0.3341, -0.3946, 0.3404], [-0.0772, 0.1679, -0.1331], [0.0371, -0.0850, 0.4313], [0.8460, 0.7424, -0.1706], [-0.4683, 0.0245, -0.1975], [0.4896, -0.1504, 0.8520], [-0.9745, 0.4305, 1.0738], [-0.0576, 0.3039, 0.0812], [-0.0100, -0.0646, -0.1280], [0.1082, -0.1645, 0.0044], [0.1012, 0.1902, -0.1244], [-0.2215, 0.1716, 0.4902], [-0.0917, 0.3259, -0.8023], [-0.3397, 0.5262, 0.2314], [0.4572, 0.4629, -0.4534], [-2.2658, -1.3583, 1.1571], [1.3257, -0.8931, -1.4785], [0.3931, 0.3369, 0.5102], [-0.0559, -1.7265, 1.7311], [-1.9694, 0.5256, -2.1279], [0.5833, 2.5614, 0.5955], [-2.1028, 0.2656, -0.5828], [-0.8537, -0.4784, 0.5311], [2.6633, 0.4837, -1.2544], [-0.4191, -0.5677, -0.3202], [-0.6086, 0.2886, -0.5655], [0.9387, 0.0159, -0.3687], [-0.5199, -0.2429, 0.1773], [0.1055, -0.3856, -0.3904], [-0.0765, 0.2419, 0.6434], [-0.2690, 0.3531, 0.9919], [0.4494, 0.3799, -0.1833], [0.1949, 0.3077, 0.0161], [0.1772, 0.0256, -0.1326], [0.0450, -0.1500, -0.0290], [-0.2157, 0.5115, -0.0850], [0.6026, -0.0988, 0.3235], [0.5187, -0.9486, 0.6795], [0.1655, -0.2472, 0.6269], [0.3862, 1.2504, 0.0870], [0.0214, -0.4085, 0.2995], [0.1560, -0.5001, -0.3668], [0.1794, 0.4061, -0.1880], [-0.0670, -0.5227, 0.1761], [0.6133, -0.9358, -1.6519], [0.9456, 0.1471, 2.6655], [-0.7291, -0.7052, 0.0781], [0.2577, 1.1389, -2.4517], [2.1544, -1.0227, 0.4974], [-0.5018, 0.8657, 1.1225], [-0.6711, -0.6853, -1.2491], [1.4243, 1.0643, 0.9489], [-1.0023, -1.1488, -1.5436], [-0.5536, -0.1953, 0.0134], [-0.5336, -0.3124, 0.2253], [0.7108, 0.6147, 0.2845], [-0.0972, 0.3351, 0.0268], [-0.1365, 0.0411, -0.0850], [-0.4532, 0.3162, -0.1216], [-0.0698, 0.5746, 0.3214], [-0.4616, -0.0310, 0.1533], [-0.5929, -0.9604, 0.2059], [-0.3409, 0.6883, -0.0839], [-0.0064, 0.3182, -0.2411], [0.0951, -0.3293, -0.3498], [-0.0592, -0.1498, 0.7967], [-0.3052, 0.6776, 0.9217], [0.3256, -0.3799, -0.4858], [0.1203, 1.3511, -0.6051], [-2.3634, -1.7221, 1.2319], [0.7341, 0.1255, 1.3280], [3.2721, 0.2574, 0.3929], [-2.2791, 0.7177, 1.8367], [0.5643, -0.2290, -1.9179], [-0.0518, -0.0433, -0.4968], [0.0296, -1.6424, 1.5278], [-0.6138, 0.2018, -1.7541], [-0.0038, 0.2984, -0.3291], [0.3691, 0.1733, 0.9082], [0.4489, -1.0888, -0.8191], [0.6906, -0.5646, -0.9824], [-0.1487, 0.7656, 0.0192], [-0.1969, -0.3065, -0.2567], [-0.5383, 0.4371, -0.2551], [-0.4394, 0.5848, -0.2347], [0.0993, 0.0681, 0.1555], [0.3514, 0.1999, 0.7852], [-0.2782, 0.0554, -0.9102], [-0.1679, 0.0962, -0.5126], [-0.2118, 0.7277, 0.6048], [0.9335, 0.0488, 0.5283], [-0.2944, -0.3861, -0.2745]],
  "lowdin_charge": [-0.017, -0.426, -0.042, -0.138, -0.154, -0.148, -0.477, -0.030, -0.042, -0.078, -0.022, 0.057, 0.072, 0.063, 0.074, 0.075, 0.068, 0.112, 0.096, 0.076, 0.084, 0.108, 0.116, 0.070, 0.076, 0.081, 0.084, 0.074, 0.073, 0.092, -0.035, -0.454, -0.039, -0.117, -0.151, -0.135, -0.451, -0.055, -0.014, -0.128, -0.010, 0.084, 0.081, 0.050, 0.080, 0.083, 0.065, 0.108, 0.113, 0.099, 0.102, 0.097, 0.112, 0.084, 0.086, 0.068, 0.075, 0.061, 0.070, 0.079, -0.023, -0.491, -0.032, -0.172, -0.129, -0.092, -0.449, -0.046, -0.062, -0.098, -0.034, 0.063, 0.075, 0.080, 0.058, 0.076, 0.081, 0.120, 0.118, 0.094, 0.102, 0.106, 0.095, 0.081, 0.084, 0.065, 0.087, 0.071, 0.085, 0.086, -0.107, -0.221, -0.152, -0.153, -0.040, -0.209, -0.264, -0.166, -0.115, 0.078, 0.078, 0.087, 0.111, 0.109, 0.084, 0.110, 0.076, 0.122, 0.110, 0.125, 0.114, 0.088, 0.078, 0.081, -0.115, -0.181, -0.203, -0.254, -0.015, -0.217, -0.200, -0.197, -0.119, 0.050, 0.092, 0.087, 0.117, 0.113, 0.126, 0.120, 0.075, 0.128, 0.111, 0.105, 0.124, 0.076, 0.093, 0.073]
}